*A*
ORCA calculation (ωB97M-V/def2-TZVPD) on a cluster of 10 separate species, C80H174N10O10 in total.

Geometry as XYZ:
```
274
Properties=species:S:1:pos:R:3
C 1.80636 -5.56361 -2.12296
C 2.36464 -6.56307 -1.05517
C 2.16122 -7.97141 -1.58484
C 3.93914 -6.27698 -0.94942
C 4.54230 -6.84594 0.33280
C 3.91174 -6.21820 1.51519
C 2.37861 -6.56059 1.51469
C 2.14179 -8.02182 1.94942
C 1.68699 -5.56920 2.52368
N 1.70121 -6.28680 0.20222
O 0.32025 -6.55954 0.22768
H 0.74255 -5.74965 -2.27058
H 1.84168 -4.51387 -1.83158
H 2.27950 -5.63582 -3.10226
H 2.62445 -8.11439 -2.56110
H 2.52311 -8.71874 -0.87869
H 1.09710 -8.20152 -1.53181
H 4.49293 -6.73948 -1.76643
H 4.21042 -5.22940 -1.08006
H 4.33827 -7.90410 0.49640
H 5.61372 -6.64731 0.35937
H 4.05302 -5.14059 1.43224
H 4.39283 -6.66257 2.38651
H 2.72258 -8.29784 2.82952
H 2.39132 -8.70372 1.13649
H 1.10289 -8.14529 2.25525
H 0.65938 -5.83112 2.77570
H 1.61411 -4.59842 2.03341
H 2.20089 -5.41669 3.47276
H -0.05417 -5.67564 0.21659
C -3.75584 8.25679 0.42128
C -3.08775 6.82656 0.48520
C -1.68390 6.85402 1.24248
C -4.11564 6.06666 1.33139
C -3.99053 4.53635 1.14012
C -4.08627 4.23582 -0.40976
C -2.96507 4.93859 -1.21315
C -1.58823 4.23502 -0.81403
C -3.29610 4.70623 -2.73026
N -3.05890 6.36513 -0.90139
O -2.17386 7.01630 -1.76648
H -4.75845 8.23530 -0.00581
H -3.71913 8.81471 1.35695
H -3.16134 8.86518 -0.26029
H -1.82478 7.14999 2.28202
H -1.18459 5.88955 1.33512
H -1.04456 7.55670 0.70808
H -3.86620 6.24079 2.37809
H -5.15043 6.38711 1.21050
H -3.15959 4.07415 1.67305
H -4.80405 3.96622 1.58871
H -4.98373 4.66393 -0.85629
H -4.03655 3.15890 -0.57067
H -1.52213 3.78175 0.17505
H -0.82152 5.00950 -0.83428
H -1.30540 3.45711 -1.52324
H -4.00984 5.42820 -3.12704
H -3.78882 3.74218 -2.85644
H -2.53920 4.76250 -3.51258
H -2.74370 7.34162 -2.46723
C -4.41018 -4.73380 -3.65990
C -3.42061 -4.02159 -4.65084
C -2.71031 -2.96733 -3.87850
C -2.31786 -5.08273 -5.08716
C -2.78684 -6.16077 -6.02817
C -3.56989 -5.53482 -7.25292
C -4.61616 -4.50014 -6.92529
C -4.76853 -3.74910 -8.28962
C -5.91922 -5.26067 -6.56734
N -4.06354 -3.57193 -5.92690
O -4.87467 -2.53135 -5.67763
H -4.51375 -5.78960 -3.91020
H -3.92090 -4.66436 -2.68836
H -5.36163 -4.20202 -3.66710
H -2.12863 -3.35150 -3.04055
H -2.03634 -2.37713 -4.49941
H -3.49507 -2.35053 -3.44054
H -1.53306 -4.51141 -5.58294
H -1.85385 -5.62008 -4.26008
H -2.00594 -6.90628 -6.17814
H -3.42983 -6.84505 -5.47462
H -3.87591 -6.26531 -8.00180
H -2.71730 -5.08181 -7.75886
H -5.67892 -3.16059 -8.17585
H -5.07231 -4.43656 -9.07906
H -3.91858 -3.10339 -8.51041
H -6.18911 -5.98210 -7.33857
H -6.77054 -4.58044 -6.54216
H -5.90270 -5.90003 -5.68471
H -5.47500 -2.90443 -5.02800
C 3.74150 -0.22683 8.83531
C 2.77038 0.03789 7.69583
C 1.61163 0.87070 8.33520
C 3.40242 0.94736 6.66778
C 4.30937 0.17675 5.70105
C 3.54235 -1.03544 5.12810
C 2.95568 -1.97851 6.18839
C 1.90943 -2.83486 5.37835
C 4.16669 -2.83550 6.69831
N 2.19911 -1.17418 7.14351
O 1.70492 -1.98241 8.13530
H 3.22956 -0.67358 9.68763
H 4.62245 -0.85884 8.72311
H 4.20222 0.62810 9.33023
H 1.16432 0.30039 9.14929
H 1.98042 1.76371 8.83981
H 0.88923 1.17821 7.57911
H 2.70640 1.47206 6.01331
H 4.02496 1.65602 7.21400
H 4.57440 0.81982 4.86181
H 5.24289 0.02038 6.24159
H 4.19207 -1.56036 4.42779
H 2.76132 -0.68463 4.45356
H 2.19289 -3.22293 4.40001
H 0.98202 -2.28306 5.22498
H 1.67658 -3.68766 6.01600
H 4.06496 -3.24036 7.70520
H 5.06895 -2.22436 6.67520
H 4.26414 -3.70003 6.04166
H 0.75314 -1.98124 8.00991
C -7.69147 -2.19354 1.15908
C -6.26663 -1.81662 1.42916
C -5.31256 -2.68257 0.64828
C -6.17995 -0.33854 0.94142
C -5.00491 0.45037 1.38818
C -4.80948 0.43969 2.95723
C -4.86136 -1.06521 3.48950
C -3.49277 -1.83423 3.17641
C -4.97779 -0.90399 4.98376
N -6.00802 -1.78252 2.87778
O -6.37006 -2.93457 3.54609
H -8.31046 -1.45539 1.66907
H -7.76289 -2.08876 0.07648
H -7.90412 -3.20588 1.50268
H -5.24725 -3.68921 1.06122
H -5.70685 -2.71885 -0.36725
H -4.29476 -2.29359 0.67823
H -6.03198 -0.34569 -0.13846
H -7.07698 0.23877 1.16538
H -4.07422 0.03334 1.00345
H -5.04484 1.47947 1.03115
H -5.45124 1.07109 3.57172
H -3.79928 0.73956 3.23589
H -3.71157 -2.89487 3.05278
H -2.77481 -1.78517 3.99508
H -2.99648 -1.53458 2.25338
H -4.43885 -0.10326 5.49017
H -4.85586 -1.84989 5.51150
H -6.02189 -0.71650 5.23435
H -6.97915 -2.65378 4.23294
C -3.77898 0.64867 -4.24878
C -2.61301 1.07312 -5.19979
C -2.91654 2.22395 -6.05648
C -1.45301 1.47295 -4.13624
C -0.01770 1.47256 -4.67104
C 0.18319 0.19010 -5.40435
C -0.78507 -0.11298 -6.52227
C -0.62674 0.84847 -7.66069
C -0.48733 -1.63055 -6.89706
N -2.12068 -0.14585 -5.91668
O -3.11453 -0.70466 -6.77495
H -3.48626 0.38883 -3.23148
H -4.54851 1.41936 -4.20444
H -4.43509 -0.15262 -4.58873
H -3.57432 2.99741 -5.66003
H -2.08702 2.91177 -6.22049
H -3.34638 1.97665 -7.02714
H -1.62511 2.46685 -3.72317
H -1.46854 0.84815 -3.24321
H 0.19574 2.37647 -5.24156
H 0.58029 1.65840 -3.77886
H 0.15027 -0.62524 -4.68169
H 1.22715 0.06542 -5.69191
H -1.41535 0.98461 -8.40073
H 0.11481 0.38731 -8.31300
H -0.25170 1.83489 -7.38790
H -1.18511 -2.00505 -7.64603
H -0.43315 -2.39948 -6.12641
H 0.50252 -1.60441 -7.35269
H -3.36155 -1.45062 -6.22346
C 1.74079 4.45475 5.97051
C 1.93507 5.53765 4.83018
C 2.53802 4.79886 3.58869
C 0.51446 6.08172 4.37563
C -0.14295 7.05488 5.43471
C 0.89071 8.16469 5.65541
C 2.32170 7.68070 6.18666
C 3.18639 8.99787 6.09914
C 2.23847 7.27948 7.64677
N 2.82620 6.60997 5.25368
O 4.11936 6.17277 5.58603
H 0.86101 4.74578 6.54444
H 1.64276 3.42740 5.61973
H 2.58886 4.42813 6.65473
H 2.62408 5.36629 2.66203
H 3.55254 4.43881 3.75961
H 2.04338 3.84663 3.39710
H 0.62077 6.54665 3.39551
H -0.26354 5.32176 4.44836
H -1.07899 7.49276 5.08801
H -0.42722 6.51627 6.33869
H 0.54879 8.91641 6.36681
H 1.06965 8.73902 4.74645
H 3.02263 9.87628 6.72338
H 3.39171 9.26131 5.06157
H 4.14518 8.61645 6.45035
H 1.41753 6.64736 7.98531
H 2.39210 8.17587 8.24757
H 3.06600 6.58920 7.81051
H 4.57324 6.56924 4.83877
C 1.96024 -1.58445 -0.66994
C 0.46257 -1.32677 -0.25104
C -0.50760 -1.62332 -1.44984
C 0.02409 -2.34373 0.85127
C 0.65657 -1.97822 2.18738
C 0.17110 -0.56987 2.62834
C 0.67008 0.47353 1.61082
C -0.11085 1.75548 1.89351
C 2.17358 0.69625 1.96663
N 0.33202 0.02719 0.23147
O 0.33022 1.03608 -0.73318
H 2.70623 -1.63339 0.12327
H 2.35519 -0.88132 -1.40324
H 1.91930 -2.55072 -1.17268
H -1.47631 -1.17868 -1.22180
H -0.64296 -2.69043 -1.62607
H -0.17549 -1.06664 -2.32615
H -1.05870 -2.46791 0.86710
H 0.33376 -3.34765 0.56081
H 1.73963 -2.10084 2.18105
H 0.56427 -2.67184 3.02313
H 0.59430 -0.46798 3.62764
H -0.91146 -0.48550 2.72346
H -0.24369 1.97218 2.95347
H 0.33831 2.60138 1.37311
H -1.14574 1.71546 1.55369
H 2.61849 1.28152 1.16188
H 2.43301 1.11999 2.93681
H 2.68613 -0.25987 1.86068
H -0.58033 1.03620 -1.03731
C 3.01856 1.90243 -2.49512
O 4.38854 1.63580 -2.29565
C 5.21728 2.76230 -1.91316
C 6.71108 2.40617 -2.04647
C 7.60192 3.28550 -1.17495
N 7.09012 2.42957 -3.44504
H 2.51390 2.19777 -1.57523
H 2.47920 0.97433 -2.68439
H 2.86394 2.66257 -3.26088
H 5.01690 3.60348 -2.57677
H 4.94067 3.14335 -0.93011
H 6.79248 1.37642 -1.69847
H 7.47068 4.32810 -1.46454
H 8.66876 3.06335 -1.19951
H 7.30073 3.18868 -0.13187
H 6.53117 1.72826 -3.90963
H 8.06072 2.30449 -3.69484
C 4.56699 -0.88733 -7.56179
O 3.99827 -0.20318 -6.46169
C 4.92414 0.08675 -5.47407
C 5.22028 -1.04342 -4.47518
C 3.98586 -1.71391 -3.89655
N 6.00857 -0.49885 -3.35944
H 4.94289 -1.83069 -7.16573
H 5.32149 -0.19912 -7.94283
H 3.86398 -1.12322 -8.36070
H 5.84274 0.48537 -5.90464
H 4.37741 0.78482 -4.84012
H 5.83653 -1.77465 -4.99827
H 3.40570 -0.91012 -3.44328
H 4.11279 -2.55354 -3.21317
H 3.55072 -2.19138 -4.77448
H 5.51065 0.23596 -2.87754
H 6.18198 -1.21596 -2.66967
```

The HOMO-LUMO gap is 8.305 eV. As for the HOMO energy: -7.98 eV. Its structure (SMILES) is CC1(C)CCCC(C)(C)N1O.CC1(C)CCCC(C)(C)N1O.CC1(C)CCCC(C)(C)N1O.CC1(C)CCCC(C)(C)N1O.CC1(C)CCCC(C)(C)N1O.CC1(C)CCCC(C)(C)N1O.CC1(C)CCCC(C)(C)N1O.CC1(C)CCCC(C)(C)N1O.COC[C@H](C)N.COC[C@H](C)N. Its LUMO energy is 0.325 eV.

These are the Löwdin partial charges, in e, on atoms 1 to 5: C -0.0305; C -0.4845; C -0.0373; C -0.1033; C -0.2130


*B*
ORCA calculation (ωB97M-V/def2-TZVPD) on a cluster of 10 separate species, C80H174N10O10 in total.

Geometry as XYZ:
```
274
Properties=species:S:1:pos:R:3
C -4.00701 -1.17569 -4.34567
C -4.29214 -2.62226 -4.87960
C -5.71808 -2.58104 -5.26648
C -3.32357 -2.90589 -6.01627
C -1.82879 -3.18985 -5.60275
C -1.86513 -4.37981 -4.62604
C -2.70105 -3.98269 -3.36971
C -2.78793 -5.25392 -2.41844
C -2.05909 -2.83809 -2.45636
N -4.05891 -3.66708 -3.81393
O -4.88199 -3.17155 -2.71487
H -4.51467 -0.88983 -3.42073
H -2.89946 -1.02702 -4.26135
H -4.34900 -0.48340 -5.13748
H -6.35917 -2.01093 -4.55433
H -5.85092 -2.01505 -6.22712
H -6.12932 -3.62429 -5.36791
H -3.74478 -3.67664 -6.65234
H -3.35483 -2.05877 -6.69765
H -1.23866 -3.52756 -6.46993
H -1.27008 -2.32157 -5.22057
H -0.87493 -4.60732 -4.25837
H -2.23103 -5.25138 -5.15581
H -1.74159 -5.62394 -2.24490
H -3.29634 -5.97504 -3.04855
H -3.32215 -5.00621 -1.49798
H -1.25143 -3.27923 -1.84537
H -2.83776 -2.43752 -1.82092
H -1.62906 -1.99179 -2.99973
H -5.45007 -3.88982 -2.45071
C -2.80535 2.76259 0.08677
C -4.06029 1.84504 0.23280
C -4.89365 2.61741 1.33905
C -4.78282 1.80844 -1.08491
C -5.89360 0.67576 -1.22535
C -5.33132 -0.64552 -0.74304
C -4.70524 -0.52923 0.62613
C -5.78214 -0.26330 1.69688
C -3.98961 -1.85669 0.99123
N -3.59933 0.45388 0.57040
O -3.04215 0.65387 1.90003
H -2.46118 3.03480 1.08750
H -1.88448 2.52877 -0.48816
H -3.24527 3.66628 -0.38291
H -4.90840 3.70914 1.18598
H -5.99533 2.32989 1.35506
H -4.48004 2.33913 2.31708
H -5.19617 2.78881 -1.31433
H -4.14573 1.62766 -1.93097
H -6.81717 1.03486 -0.70571
H -6.15179 0.58544 -2.24483
H -4.53097 -1.02602 -1.45471
H -6.07105 -1.39936 -0.63980
H -6.58286 0.37177 1.28941
H -5.46230 0.17735 2.60328
H -6.32449 -1.23945 1.92049
H -4.66818 -2.76895 0.88945
H -3.49663 -1.83404 1.95976
H -3.17618 -2.08229 0.28337
H -2.16036 0.26626 1.81906
C 2.57549 -5.79636 -4.77006
C 2.45721 -6.28478 -3.28670
C 1.13954 -7.05109 -3.11707
C 3.59443 -7.23279 -3.02024
C 3.81317 -7.53532 -1.57599
C 4.06353 -6.23245 -0.84678
C 2.90992 -5.26071 -0.92491
C 1.72331 -5.63592 -0.07447
C 3.45813 -3.99585 -0.41277
N 2.61664 -5.12082 -2.43631
O 1.51014 -4.31518 -2.67509
H 3.48196 -5.26315 -4.77838
H 2.55948 -6.63881 -5.46214
H 1.73779 -5.07767 -4.99283
H 0.73893 -7.61726 -3.96471
H 1.22110 -7.80093 -2.33612
H 0.36977 -6.32878 -2.87929
H 3.37175 -8.21337 -3.59351
H 4.50153 -6.79341 -3.48290
H 2.93017 -8.01940 -1.16995
H 4.57829 -8.22511 -1.50376
H 4.91534 -5.64041 -1.25918
H 4.35804 -6.42379 0.18789
H 2.13142 -5.87811 0.95259
H 1.20527 -6.59680 -0.36566
H 0.97591 -4.82712 -0.11782
H 3.82472 -4.07114 0.61742
H 2.66076 -3.24448 -0.55709
H 4.36502 -3.76291 -1.01014
H 1.95280 -3.44510 -2.68744
C 7.96711 0.30508 2.89073
C 7.01690 1.09241 1.98937
C 7.22750 2.58136 2.19896
C 7.19828 0.83845 0.51968
C 6.71293 -0.52378 -0.06579
C 5.22659 -0.63955 0.23613
C 4.92961 -0.36980 1.72853
C 3.43733 -0.20948 1.95899
C 5.35118 -1.59194 2.51675
N 5.57430 0.86273 2.10619
O 5.20539 0.97762 3.47992
H 8.30705 -0.66756 2.50279
H 8.93079 0.89404 2.90012
H 7.64065 0.08716 3.90207
H 7.32440 2.69397 3.27970
H 8.12200 2.88473 1.68977
H 6.31302 3.13806 1.83607
H 6.60483 1.63240 0.05866
H 8.21941 1.06950 0.20462
H 6.81144 -0.57541 -1.19268
H 7.25234 -1.36416 0.30917
H 4.92596 -1.70779 0.12937
H 4.58685 0.03314 -0.36319
H 2.93090 0.65717 1.45785
H 3.22253 -0.18633 3.02172
H 3.02272 -1.07669 1.49765
H 6.08915 -2.23322 2.10000
H 4.44019 -2.14229 2.80036
H 5.73576 -1.25097 3.44018
H 4.83112 1.86527 3.48471
C -6.62604 -2.85396 7.01611
C -6.18838 -2.61524 5.49724
C -7.37343 -3.02889 4.66124
C -5.87400 -1.17722 5.22622
C -4.54262 -0.76042 5.75895
C -3.38770 -1.61743 5.27479
C -3.63317 -3.06358 5.60140
C -2.63248 -3.93290 4.75943
C -3.49943 -3.46063 7.06187
N -4.98766 -3.41239 5.09960
O -5.34253 -4.76613 5.48419
H -6.04955 -2.20917 7.76033
H -7.69347 -2.64184 7.18100
H -6.49052 -3.86258 7.32010
H -7.63103 -4.04311 4.94785
H -8.16320 -2.35259 5.00800
H -7.10608 -2.92407 3.61722
H -5.98480 -0.93758 4.18667
H -6.62778 -0.62111 5.81393
H -4.37964 0.27608 5.47472
H -4.54504 -0.89020 6.83433
H -2.46179 -1.24803 5.77569
H -3.14471 -1.57675 4.18447
H -1.69964 -3.39934 4.80801
H -2.98308 -4.01613 3.75149
H -2.50414 -4.93010 5.12115
H -3.25952 -2.63449 7.70864
H -2.82368 -4.29085 7.18802
H -4.47433 -3.72449 7.42923
H -5.39464 -5.26874 4.66344
C 2.09598 8.33251 -1.38161
C 2.05321 7.54206 -0.10421
C 2.69179 8.24600 1.03250
C 0.58433 7.30463 0.10249
C 0.33960 6.28240 1.22493
C 1.04238 4.94328 0.89324
C 2.47404 4.95955 0.53771
C 3.40978 4.84735 1.80942
C 2.76540 3.73092 -0.32362
N 2.77404 6.23561 -0.33540
O 4.19933 6.37866 -0.36166
H 1.71686 7.85716 -2.28756
H 1.66529 9.30810 -1.24312
H 3.15632 8.69590 -1.65781
H 3.78196 8.47758 0.96336
H 2.16088 9.19488 1.33090
H 2.70427 7.63700 1.93026
H 0.14578 8.25641 0.41386
H 0.16705 7.12353 -0.90161
H 0.66390 6.69271 2.14560
H -0.72580 6.12651 1.39740
H 0.55295 4.51957 0.00616
H 0.68510 4.21760 1.64143
H 3.17643 5.60204 2.56500
H 4.47691 4.95714 1.56367
H 3.16898 3.91011 2.31603
H 3.83190 3.59525 -0.51119
H 2.24890 3.83220 -1.30358
H 2.38971 2.77583 0.17688
H 4.37863 6.22916 -1.27301
C -2.08280 1.58055 7.25948
C -1.32424 2.31376 6.06653
C -2.04765 1.82008 4.79836
C -1.54961 3.84955 6.22022
C -0.68483 4.68527 5.36100
C 0.73419 4.14702 5.44369
C 0.95077 2.65265 5.18337
C 0.81581 2.42936 3.68194
C 2.35023 2.36799 5.52610
N 0.05469 1.97580 6.13146
O 0.13285 0.57507 5.90547
H -1.50412 1.84570 8.10547
H -3.09913 2.01689 7.27178
H -2.23890 0.47108 7.13311
H -2.03763 0.78953 4.73424
H -3.02229 2.30369 4.83699
H -1.66049 2.23951 3.87817
H -2.62325 4.15903 6.06957
H -1.20247 4.13424 7.20592
H -1.03060 4.63081 4.35894
H -0.74532 5.71125 5.64057
H 1.13366 4.47688 6.42778
H 1.25808 4.69989 4.69180
H 0.04612 2.96378 3.14371
H 0.77565 1.38581 3.39629
H 1.75496 2.84066 3.18976
H 2.66258 1.32716 5.26776
H 2.53868 2.44416 6.62729
H 2.97013 3.11456 5.05865
H 0.49720 0.20438 6.75832
C 0.09226 2.10485 -7.96107
C -0.31580 2.19834 -6.50100
C -1.84636 2.43963 -6.53386
C 0.06665 0.95360 -5.76021
C 0.02008 1.10558 -4.20147
C 0.87093 2.36526 -3.77801
C 0.50603 3.72688 -4.47165
C -0.86638 4.24675 -4.01308
C 1.64429 4.74656 -4.31946
N 0.45129 3.39141 -5.92737
O 0.14521 4.52853 -6.66255
H 1.13796 2.15996 -8.07771
H -0.31053 2.92243 -8.54533
H -0.16308 1.14709 -8.42433
H -2.23718 2.51699 -5.50271
H -2.35876 1.58946 -6.99571
H -2.07989 3.43121 -7.08468
H -0.54155 0.17893 -6.20884
H 1.05305 0.80102 -6.12374
H 0.46146 0.21165 -3.79147
H -1.02051 1.24245 -3.85553
H 1.96318 2.14480 -3.86197
H 0.64276 2.48225 -2.68588
H -0.70148 4.86324 -3.10112
H -1.21796 4.87563 -4.81676
H -1.61862 3.52761 -3.63819
H 1.82439 4.88700 -3.26553
H 2.62118 4.31265 -4.86370
H 1.38709 5.75257 -4.73619
H 0.97466 4.65399 -7.13085
C 4.58482 1.84589 -2.81301
O 4.76923 0.48297 -3.11818
C 3.80101 0.04270 -4.07889
C 3.89180 -1.51593 -4.34009
C 2.97268 -1.87652 -5.46371
N 3.47599 -2.36052 -3.19649
H 3.88231 1.96795 -2.04246
H 4.22828 2.52710 -3.61743
H 5.56698 2.22668 -2.42383
H 2.84665 0.26688 -3.61084
H 3.86801 0.51595 -5.01008
H 4.95264 -1.69018 -4.55234
H 3.19515 -1.26751 -6.37571
H 1.93466 -1.72601 -5.16011
H 3.10241 -2.96219 -5.71551
H 3.94783 -2.15209 -2.34515
H 3.71650 -3.32108 -3.37327
C -0.64894 -1.60756 2.82057
O -0.34420 -0.83742 1.64430
C -0.13984 -1.74076 0.55881
C 0.11369 -1.01966 -0.81617
C 1.41375 -0.22361 -0.99154
N -0.98041 -0.14130 -1.09708
H -1.55110 -2.16836 2.56150
H -0.68517 -0.81585 3.56016
H 0.15768 -2.33962 3.08549
H 0.58776 -2.47601 0.74750
H -1.10290 -2.28449 0.38581
H 0.16815 -1.85979 -1.54945
H 1.30886 0.75964 -0.48906
H 1.52862 0.10423 -2.05483
H 2.26563 -0.81160 -0.76117
H -1.02084 0.63971 -0.40989
H -1.87294 -0.58598 -1.24539
```

The HOMO-LUMO gap is 8.714 eV. As for the HOMO energy: -8.20 eV. Its structure (SMILES) is CC1(C)CCCC(C)(C)N1O.CC1(C)CCCC(C)(C)N1O.CC1(C)CCCC(C)(C)N1O.CC1(C)CCCC(C)(C)N1O.CC1(C)CCCC(C)(C)N1O.CC1(C)CCCC(C)(C)N1O.CC1(C)CCCC(C)(C)N1O.CC1(C)CCCC(C)(C)N1O.COC[C@H](C)N.COC[C@H](C)N. Its LUMO energy is 0.511 eV.

These are the Löwdin partial charges, in e, on atoms 1 to 5: C -0.0235; C -0.5272; C -0.0639; C -0.1223; C -0.1483


Relative energies with respect to the most stable structure, expressed in eV: *A* 2.654; *B* 0.000.